Run P
ORCA calculation (ωB97M-V/def2-TZVPD) on one molecule with the formula C22H29N3O5S.

CARTESIAN COORDINATES (ANGSTROEM)
C: 7.85203 0.57341 -0.03495
O: 6.67232 1.33542 -0.01083
C: 5.46794 0.69092 -0.18820
C: 5.36370 -0.67918 -0.39805
C: 4.14676 -1.29967 -0.60855
C: 2.97482 -0.55147 -0.59924
N: 1.76196 -1.20254 -0.84463
C: 0.56022 -0.48063 -1.18755
C: -0.23370 -0.14256 0.07626
O: 0.35210 -0.01255 1.14196
N: -1.56074 0.03737 -0.03308
C: -2.38008 -0.25293 -1.18899
C: -3.01555 -1.64630 -0.99941
N: -3.78481 -1.75191 0.21783
C: -5.18569 -1.37974 0.16999
C: -5.51215 0.08308 -0.03659
C: -5.67287 0.60003 -1.31726
C: -5.93881 1.94454 -1.50973
C: -6.05371 2.79224 -0.42105
C: -5.91197 2.28586 0.85980
C: -5.64643 0.94085 1.04917
C: -3.00874 -1.32441 1.35897
C: -2.35858 0.05973 1.18114
S: 1.46366 -2.63729 -0.01308
C: 2.00948 -2.38363 1.68965
O: 2.26675 -3.67839 -0.58394
O: 0.04066 -2.83442 -0.04889
C: 3.06342 0.81298 -0.36126
C: 4.28485 1.45026 -0.16287
O: 4.16992 2.79580 0.02630
C: 5.25913 3.56764 0.47998
H: 7.99426 0.07685 -1.00027
H: 7.86989 -0.17338 0.76567
H: 8.65957 1.28733 0.12335
H: 6.25316 -1.28751 -0.41773
H: 4.09845 -2.36007 -0.79037
H: -0.01157 -1.14746 -1.83263
H: 0.82526 0.42479 -1.73756
H: -1.80023 -0.21107 -2.10815
H: -3.15900 0.51532 -1.23913
H: -3.64904 -1.89415 -1.85218
H: -2.20063 -2.37689 -0.93079
H: -5.62997 -1.71435 1.11269
H: -5.63683 -1.96331 -0.63888
H: -5.59360 -0.05817 -2.17147
H: -6.06080 2.33048 -2.51136
H: -6.26168 3.84133 -0.56989
H: -6.01248 2.93942 1.71400
H: -5.54688 0.55035 2.05240
H: -3.63796 -1.33497 2.24996
H: -2.19904 -2.05297 1.48460
H: -1.69769 0.27967 2.01954
H: -3.11261 0.84600 1.08909
H: 3.08667 -2.29256 1.68625
H: 1.69144 -3.25358 2.24914
H: 1.52999 -1.48149 2.04798
H: 2.18425 1.43181 -0.29907
H: 4.84605 4.56013 0.66127
H: 6.05088 3.63372 -0.26874
H: 5.67427 3.17222 1.40937

## Properties
orbital gap = 8.57 eV
lowest unoccupied orbital energy = 0.767 eV
SMILES string = COc1ccc(N(CC(=O)N2CCN(Cc3ccccc3)CC2)S(C)(=O)=O)cc1OC

=====

Run Q
ORCA calculation (ωB97M-V/def2-TZVPD) on one molecule with the formula C22H29N3O5S.

CARTESIAN COORDINATES (ANGSTROEM)
C: 2.47950 -3.08154 0.84686
O: 1.99203 -2.15110 -0.08889
C: 0.66427 -1.82205 -0.04424
C: 0.22537 -0.90187 -0.99496
C: -1.08321 -0.47258 -1.01511
C: -2.00939 -0.95734 -0.08895
N: -3.33992 -0.53011 -0.11625
C: -4.16252 -0.52911 1.08399
C: -5.16996 -1.67399 1.07915
C: -4.90142 0.80963 1.22445
O: -6.06618 0.91679 1.51712
N: -4.09394 1.89820 1.05910
N: -2.75844 1.77267 0.97983
C: -2.03632 2.71585 0.52634
C: -0.60281 2.54400 0.45622
C: 0.17473 3.35789 -0.37080
C: 1.52160 3.12100 -0.52004
C: 2.14023 2.07004 0.16431
O: 3.45807 1.88783 -0.08487
C: 4.09066 0.72604 0.41989
C: 5.47806 0.62201 -0.21767
C: 6.26906 -0.50595 0.43774
C: 5.34704 0.39455 -1.72082
C: 1.38114 1.29503 1.03980
C: 0.02935 1.52885 1.17342
S: -3.98648 0.17919 -1.48437
C: -3.81426 -1.14888 -2.70358
O: -5.37963 0.38031 -1.23858
O: -3.23623 1.31703 -1.93095
C: -1.57212 -1.89805 0.83895
C: -0.25242 -2.31925 0.87077
H: 1.98467 -4.05246 0.74536
H: 2.36206 -2.72019 1.87398
H: 3.54000 -3.19645 0.62676
H: 0.93823 -0.51173 -1.70372
H: -1.38119 0.27807 -1.72558
H: -3.48898 -0.59586 1.94595
H: -5.72558 -1.67242 2.01255
H: -4.66531 -2.62914 0.95526
H: -5.87235 -1.52131 0.26446
H: -4.54472 2.79684 0.87573
H: -2.46367 3.64769 0.14352
H: -0.29362 4.15916 -0.92297
H: 2.12559 3.72866 -1.17571
H: 3.49979 -0.16408 0.16847
H: 4.18475 0.79604 1.51306
H: 5.99417 1.57218 -0.04773
H: 6.38136 -0.33387 1.50591
H: 5.75973 -1.45637 0.29252
H: 7.25944 -0.57653 -0.00449
H: 6.32771 0.37206 -2.18982
H: 4.76470 1.19522 -2.16847
H: 4.84541 -0.55115 -1.91630
H: 1.83786 0.50349 1.61193
H: -0.56357 0.91837 1.83516
H: -2.78296 -1.47420 -2.73003
H: -4.47390 -1.94950 -2.39720
H: -4.11650 -0.75079 -3.66386
H: -2.25754 -2.31726 1.55825
H: 0.03854 -3.03957 1.61918

## Properties
orbital gap = 8.43 eV
lowest unoccupied orbital energy = 0.560 eV
SMILES string = COc1ccc(N([C@H](C)C(=O)N/N=C/c2ccc(OCC(C)C)cc2)S(C)(=O)=O)cc1

=====

On energetic grounds, run P is preferred over the next structure by 1.5 kcal/mol.

=====

Run P
ORCA calculation (ωB97M-V/def2-TZVPD) on C3H8N2O2S as an isolated structure.

CARTESIAN COORDINATES (ANGSTROEM)
C: 1.60382 0.06724 -0.72079
C: 0.99140 0.71901 0.60928
C: -1.55633 0.09846 -0.05513
H: 2.12748 -1.58287 0.34808
H: 3.42683 -0.54547 0.91416
H: 1.05131 -0.72666 -1.34456
H: 2.19272 1.04658 -1.19821
H: 0.86851 0.16971 1.56361
H: 1.50210 1.68395 1.00496
H: -3.21176 1.16740 -0.22111
H: -3.40944 -1.58373 -0.63186
N: 2.72716 -0.84457 -0.11896
N: -2.82528 0.34890 -0.38518
O: -1.12703 -1.04897 0.13313
O: -3.88138 -0.43019 0.19599
S: -0.48009 1.46120 -0.09341

## Properties
orbital gap = 8.14 eV
lowest unoccupied orbital energy = -0.640 eV

=====

Run Q
ORCA calculation (ωB97M-V/def2-TZVPD) on a 2-piece molecular cluster, C3H8N2O2S overall.

CARTESIAN COORDINATES (ANGSTROEM)
C: -0.22087 0.72411 -0.47255
N: -0.37893 -0.50667 -0.65098
C: -1.49564 -1.07130 -0.05477
C: -2.15242 0.14942 0.61573
N: -1.25642 1.25985 0.17931
H: 0.41048 1.43227 -0.87031
H: -1.21715 -1.85181 0.59812
H: -2.09456 -1.68529 -0.87165
H: -3.22675 0.33241 0.47623
H: -1.99655 0.15179 1.73598
H: -1.22945 2.19963 0.49039
O: 2.47635 -1.45794 -0.04740
S: 2.77184 0.01248 0.52684
O: 3.52602 1.03684 -0.57737
H: 1.63118 -1.61483 -0.43783
H: 4.45287 0.88905 -0.63974

## Properties
orbital gap = 9.07 eV
lowest unoccupied orbital energy = 0.830 eV
SMILES string = C1=NCCN1.OSO

=====

On energetic grounds, run Q is preferred over the next structure by 115.4 kcal/mol.

=====

Run P
ORCA calculation (ωB97M-V/def2-TZVPD) on a 2-piece molecular cluster, C2H6N2O3 overall.

CARTESIAN COORDINATES (ANGSTROEM)
O: 3.41786 -0.62055 0.72151
N: 2.28310 -0.30107 0.66868
O: 1.43510 -0.50838 1.45093
O: 1.94574 0.51872 -0.39671
H: 0.93384 0.62974 -0.41968
C: -1.07746 -0.30211 -1.55250
N: -0.89537 0.58462 -0.63682
C: -1.32270 0.46107 0.66066
H: -0.80838 -0.21679 -2.55035
H: -1.41915 -1.32963 -1.16525
H: -2.11521 1.25912 0.98502
H: -1.86720 -0.55382 0.73997
H: -0.51019 0.37910 1.49455

## Properties
orbital gap = 10.50 eV
lowest unoccupied orbital energy = 0.316 eV
SMILES string = O=[N+]([O-])O.C=NC

=====

Run Q
ORCA calculation (ωB97M-V/def2-TZVPD) on one molecule with the formula C2H6N2O3.

CARTESIAN COORDINATES (ANGSTROEM)
N: -1.18040 1.08308 -0.06190
C: -0.07724 0.44164 0.62914
N: 1.22456 0.82064 0.09830
O: 1.28783 0.66666 -1.31856
C: -0.11833 -1.09769 0.63024
O: 0.21682 -1.77972 1.55638
O: -0.60112 -1.59786 -0.51116
H: -0.99765 1.09091 -1.06728
H: -2.05377 0.58446 0.09331
H: -0.07834 0.77308 1.67419
H: 1.37932 1.82328 0.24616
H: 1.59514 -0.24152 -1.47570
H: -0.59684 -2.56696 -0.49313

## Properties
orbital gap = 10.16 eV
lowest unoccupied orbital energy = 0.505 eV
SMILES string = N[C@H](NO)C(=O)O

=====

On energetic grounds, run Q is preferred over the next structure by 94.9 kcal/mol.

=====

Run P
ORCA calculation (ωB97M-V/def2-TZVPD) on a 2-piece molecular cluster, C6H16 overall.

CARTESIAN COORDINATES (ANGSTROEM)
C: -2.67112 -0.24853 1.08199
C: -2.24424 -1.09216 -0.11583
C: -1.49259 -0.26961 -1.16236
H: -1.91108 0.50482 1.29867
H: -2.79083 -0.85016 1.99086
H: -3.58297 0.29820 0.86616
H: -1.63294 -1.92865 0.23095
H: -3.10838 -1.56721 -0.56897
H: -0.47616 -0.04692 -0.84436
H: -1.43119 -0.76515 -2.12574
H: -2.06178 0.64969 -1.32725
C: 1.84108 1.65640 0.53639
C: 2.41516 0.65478 -0.46708
C: 2.20860 -0.79670 -0.03420
H: 2.55699 2.43817 0.80452
H: 0.97408 2.18136 0.12987
H: 1.53328 1.14343 1.45253
H: 1.93046 0.76994 -1.43705
H: 3.49020 0.78720 -0.59627
H: 1.14640 -0.99945 0.12877
H: 2.63213 -1.48640 -0.77092
H: 2.67491 -1.03305 0.92929

## Properties
orbital gap = 12.51 eV
lowest unoccupied orbital energy = 1.163 eV
SMILES string = CCC.CCC

=====

Run Q
ORCA calculation (ωB97M-V/def2-TZVPD) on a 2-piece molecular cluster, C6H16 overall.

CARTESIAN COORDINATES (ANGSTROEM)
C: -0.42909 -0.43141 1.99497
C: 0.94571 -0.01702 1.52692
C: 1.77297 0.82417 2.56574
H: -1.19472 -0.50312 1.19923
H: -0.45524 -1.38077 2.53539
H: -0.74825 0.26195 2.78322
H: 1.00423 0.42409 0.57367
H: 1.52974 -0.93425 1.29039
H: 1.31091 1.76479 2.88972
H: 2.71753 1.09684 2.10847
H: 2.03715 0.19992 3.42578
C: -0.61591 -1.37242 -2.37171
C: -1.38150 -0.04100 -2.14855
C: -0.43952 1.15538 -1.85639
H: -1.03803 -2.17408 -1.80835
H: 0.48569 -1.15809 -2.17429
H: -0.63919 -1.82676 -3.37454
H: -2.32272 0.25341 -2.69224
H: -1.81121 -0.39361 -1.19630
H: 0.16896 0.83324 -1.02882
H: 0.20869 1.44260 -2.68516
H: -1.10622 1.97613 -1.55714

## Properties
orbital gap = 11.83 eV
lowest unoccupied orbital energy = 1.128 eV
SMILES string = CCC.CCC

=====

On energetic grounds, run P is preferred over the next structure by 20.8 kcal/mol.

=====

Run P
ORCA calculation (ωB97M-V/def2-TZVPD) on a 2-piece molecular cluster, C6H16 overall.

CARTESIAN COORDINATES (ANGSTROEM)
C: 1.82279 1.04340 1.36062
C: 1.98238 1.35878 -0.14913
C: 2.63647 0.23240 -1.00590
H: 0.93263 1.60958 1.68165
H: 1.75833 -0.04718 1.52978
H: 2.74107 1.35052 1.87234
H: 2.50262 2.30703 -0.25229
H: 1.01737 1.52107 -0.64944
H: 3.64843 0.43414 -1.34995
H: 2.16433 0.45158 -1.99578
H: 2.37341 -0.76317 -0.73066
C: -2.61932 0.41980 -0.13408
C: -1.69874 -0.75479 0.31949
C: -1.99054 -2.15064 -0.26411
H: -3.27097 0.60044 0.71358
H: -3.26400 0.06538 -0.97124
H: -1.92312 1.27579 -0.28710
H: -0.64117 -0.50459 0.16177
H: -1.78775 -0.95995 1.41512
H: -2.95086 -2.41973 0.14302
H: -2.18717 -2.16289 -1.35024
H: -1.24620 -2.90698 -0.05744

## Properties
orbital gap = 12.06 eV
lowest unoccupied orbital energy = 1.043 eV
SMILES string = CCC.CCC

=====

Run Q
ORCA calculation (ωB97M-V/def2-TZVPD) on a 2-piece molecular cluster, C6H16 overall.

CARTESIAN COORDINATES (ANGSTROEM)
C: -0.77399 -2.17178 1.16088
C: -0.00326 -1.10549 0.31089
C: 0.69592 -0.08863 1.28912
C: 1.00688 -1.59682 -0.69653
H: -1.45646 -2.75114 0.50841
H: -1.32057 -1.56407 1.89147
H: -0.12129 -2.73801 1.75770
H: -0.87124 -0.66698 -0.22047
H: 1.12829 -0.59887 2.14409
H: 1.41850 0.48020 0.73156
H: 0.00545 0.68586 1.66316
H: 0.53811 -1.81561 -1.59362
H: 1.70022 -0.73168 -0.89098
H: 1.61285 -2.41046 -0.26789
C: -0.40363 1.63998 -1.33248
C: -0.52016 3.01377 -0.67925
H: -0.47396 1.65269 -2.41235
H: 0.50168 1.19917 -0.92356
H: -1.21913 1.00842 -0.96086
H: 0.25933 3.68925 -0.94590
H: -0.44669 2.96662 0.41014
H: -1.39080 3.57123 -1.08634

## Properties
orbital gap = 11.84 eV
lowest unoccupied orbital energy = 1.068 eV
SMILES string = CC(C)C.CC

=====

Run R
ORCA calculation (ωB97M-V/def2-TZVPD) on a 2-piece molecular cluster, C6H16 overall.

CARTESIAN COORDINATES (ANGSTROEM)
C: -2.25970 1.32149 0.98900
C: -1.74905 0.45717 -0.15497
C: -2.80785 -0.34507 -0.89448
H: -2.66033 0.71238 1.80575
H: -3.01238 1.97726 0.59994
H: -1.43453 1.89236 1.44166
H: -1.32321 1.05711 -0.91275
H: -0.95186 -0.26127 0.22228
H: -3.57576 0.26677 -1.18854
H: -2.36739 -0.76085 -1.79212
H: -3.20005 -1.17846 -0.33392
C: 3.06076 0.44828 0.52935
C: 2.06855 -0.15788 -0.46818
C: 1.68436 -1.61770 -0.10747
H: 3.94691 -0.15801 0.54133
H: 2.63301 0.54069 1.51828
H: 3.39238 1.39710 0.13176
H: 1.16937 0.43767 -0.46252
H: 2.54466 -0.20246 -1.42563
H: 2.57923 -2.17316 -0.01398
H: 1.17768 -1.60152 0.85678
H: 1.08519 -2.05188 -0.88159

## Properties
orbital gap = 12.46 eV
lowest unoccupied orbital energy = 1.092 eV
SMILES string = CCC.CCC

=====

Run S
ORCA calculation (ωB97M-V/def2-TZVPD) on a 2-piece molecular cluster, C6H16 overall.

CARTESIAN COORDINATES (ANGSTROEM)
C: 1.97773 -1.09682 -1.25751
C: 1.15282 -0.38951 -0.07164
C: 1.05306 -1.44377 1.07158
C: 1.87040 0.94592 0.21330
H: 3.00754 -1.18261 -0.93587
H: 1.95502 -0.55543 -2.13649
H: 1.60676 -2.05267 -1.38697
H: 0.19462 0.05393 -0.34558
H: 2.08417 -1.68676 1.41151
H: 0.31023 -1.23058 1.86000
H: 0.71856 -2.35194 0.57975
H: 1.50572 1.53246 -0.62978
H: 1.58118 1.34615 1.15314
H: 2.95793 0.93825 0.26882
C: -2.81948 1.38220 0.66400
C: -2.98176 0.48989 -0.62742
H: -1.92464 1.23530 1.28339
H: -2.64789 2.42390 0.33545
H: -3.79297 1.41408 1.22428
H: -2.64114 1.03244 -1.47547
H: -2.39879 -0.47128 -0.55017
H: -4.08923 0.22030 -0.60010

## Properties
orbital gap = 11.95 eV
lowest unoccupied orbital energy = 1.011 eV
SMILES string = CC(C)C.CC

=====

On energetic grounds, run R is preferred over the next structure by 10.1 kcal/mol.

=====

Run P
ORCA calculation (ωB97M-V/def2-TZVPD) on a 2-piece molecular cluster, C6H16 overall.

CARTESIAN COORDINATES (ANGSTROEM)
C: -2.03396 -2.08066 -1.74531
C: -2.29080 -0.83041 -0.87604
C: -1.53444 0.37408 -1.33714
H: -0.99672 -2.40467 -1.55623
H: -2.14365 -1.86174 -2.82079
H: -2.71435 -2.90843 -1.48360
H: -3.38634 -0.67158 -0.86998
H: -1.97619 -1.04582 0.16322
H: -0.46815 0.10454 -1.25359
H: -1.73015 1.24170 -0.68480
H: -1.74325 0.66426 -2.38060
C: 1.82421 1.66544 2.34845
C: 1.79603 0.30506 1.62226
C: 2.06969 0.45292 0.12418
H: 0.88845 2.24663 2.29210
H: 2.64485 2.27954 1.94100
H: 2.04009 1.44807 3.40805
H: 2.56458 -0.39132 2.00933
H: 0.80342 -0.13004 1.84779
H: 1.24645 1.05115 -0.30128
H: 2.12386 -0.50640 -0.41744
H: 3.01637 0.99768 -0.02958

## Properties
orbital gap = 12.28 eV
lowest unoccupied orbital energy = 1.098 eV
SMILES string = CCC.CCC

=====

Run Q
ORCA calculation (ωB97M-V/def2-TZVPD) on a 2-piece molecular cluster, C6H16 overall.

CARTESIAN COORDINATES (ANGSTROEM)
C: 0.97410 0.52611 -2.47990
C: -0.01428 1.23574 -1.52561
C: -0.94844 2.12765 -2.32983
H: 0.56454 0.49879 -3.48582
H: 1.88182 1.13074 -2.53625
H: 1.20365 -0.48795 -2.15632
H: 0.51820 1.94558 -0.89567
H: -0.58738 0.55758 -0.89917
H: -1.78947 2.49082 -1.72121
H: -1.59241 1.67275 -3.09116
H: -0.47549 2.95562 -2.86596
C: -1.10810 -1.91225 1.94741
C: 0.30968 -1.43882 1.67342
C: 0.92979 -0.68592 2.87141
H: -1.72789 -1.19569 2.48346
H: -1.14168 -2.89850 2.40146
H: -1.63808 -2.01168 0.99276
H: 0.97721 -2.22613 1.34823
H: 0.33271 -0.73943 0.83060
H: 0.16114 -0.11315 3.38548
H: 1.43688 -1.39802 3.52711
H: 1.73351 -0.03384 2.52555

## Properties
orbital gap = 12.27 eV
lowest unoccupied orbital energy = 1.057 eV
SMILES string = CCC.CCC

=====

On energetic grounds, run P is preferred over the next structure by 6.9 kcal/mol.